Record 1
Entry from the Open Molecules 2025 dataset: a 2-piece molecular cluster, C3H5Cl2N2 overall (ωB97M-V/def2-TZVPD).

```
12
Properties=species:S:1:pos:R:3:forces:R:3:mulliken_charge:R:1
C 2.865931 -0.167991 1.092053 -1.001 -0.520 0.084 0.471
C 3.077328 0.071023 -0.082058 -0.001 0.745 -0.977 -0.338
C -0.101013 1.400286 -0.163286 -0.073 -0.503 -0.035 0.254
N 0.810609 1.925512 -0.854232 2.999 -2.016 1.240 -0.126
N 2.246938 -0.445959 2.199092 -0.264 0.159 2.338 -0.416
Cl 3.968473 -0.045858 -1.457578 0.453 -0.103 -0.510 -0.105
Cl -1.597526 1.979782 0.013275 -1.904 0.893 0.088 -0.029
H 0.673265 2.806734 -1.297347 0.213 0.753 -0.553 0.250
H 1.806629 1.349251 -0.605636 -1.459 1.242 -0.862 0.245
H 1.602937 -1.239941 2.348634 0.855 0.639 -0.470 0.268
H 0.069427 0.479655 0.337813 0.521 -0.704 0.375 0.261
H 2.546247 0.045417 3.056577 -0.339 -0.587 -0.719 0.265
```
Positions in Å, forces in eV/Å.

Output
- HOMO level: -12.91 eV
- Total charge: +1
- Energy relative to the best compared isomer or geometry (same formula, charge and spin): 81.01 kcal per mole



Record 2
Entry from the Open Molecules 2025 dataset: an isolated ion of composition C24H24N5O5S and charge +1 (ωB97M-V/def2-TZVPD).

```
59
Properties=species:S:1:pos:R:3:forces:R:3:mulliken_charge:R:1
N -2.770629 -5.478767 6.889810 -0.105 -0.170 -0.217 -0.333
C -1.994424 -5.022460 6.176559 0.517 0.408 0.481 0.484
O -1.095844 -4.326834 5.500085 -0.783 -0.443 0.037 -0.298
C -1.625984 -3.263335 4.849303 0.739 0.357 -0.782 0.131
N -2.740515 -2.664303 5.234267 -0.493 0.103 0.290 0.007
C -3.250759 -1.586189 4.588973 0.108 0.252 -0.393 -0.742
C -2.615930 -1.045454 3.500215 0.634 0.291 -0.057 0.022
C -3.157225 0.166997 2.773649 -0.664 -1.030 -0.207 -0.853
C -3.894054 -0.293310 1.507621 -0.064 -0.142 -0.127 0.760
C -3.838490 0.465275 0.339748 0.177 -0.201 0.295 -0.172
C -4.490977 0.040040 -0.807718 -0.220 0.050 -0.328 -0.846
C -5.232123 -1.135058 -0.823109 0.192 -0.147 0.631 -0.490
C -5.296452 -1.894850 0.341715 0.017 0.281 -0.004 -0.705
C -4.645731 -1.470483 1.496229 -0.020 0.012 -0.262 -0.187
C -1.402566 -1.649566 3.073290 -0.312 0.174 0.556 0.478
C -0.643045 -1.087865 1.882592 0.766 -0.064 0.345 -0.197
O -0.689897 -1.616675 0.821004 -0.375 -0.138 -0.361 -0.461
O 0.076237 -0.010022 2.212082 -1.247 0.077 0.262 -0.354
C 0.098241 1.021873 1.186280 0.901 0.402 -1.100 -0.479
C 1.460654 1.054380 0.488595 -0.414 0.272 0.156 -0.534
C 1.722631 2.405242 -0.196751 0.207 -0.326 -0.096 -0.720
C 3.223484 2.641813 -0.463147 -0.771 -0.255 -0.641 -0.924
C 3.690390 1.868004 -1.730584 0.236 1.048 0.739 -0.632
C 3.571229 2.760105 -2.967720 -0.306 -0.456 -0.464 -0.829
C 4.337573 2.204067 -4.177327 -0.074 -0.101 0.149 -0.623
S 3.667914 3.053488 -5.636895 0.183 -0.457 -0.009 -0.169
C 4.410278 2.274394 -7.024767 -0.250 0.991 -0.109 0.547
N 4.385503 2.891341 -8.159420 0.150 -0.127 0.225 -0.307
N 4.989226 2.036245 -9.063965 -0.035 -0.297 0.007 -0.382
C 5.321241 0.984677 -8.406726 -0.096 0.690 -0.945 -0.007
O 4.985823 1.057986 -7.094206 0.040 -0.379 0.416 -0.270
C -0.937949 -2.757448 3.749790 0.204 0.111 0.033 1.289
O 0.246956 -3.389516 3.373215 -0.642 -0.174 -0.407 -0.545
C -0.052436 -4.391636 2.559519 0.491 0.020 0.384 0.428
N -0.308144 -5.307207 1.916350 -0.048 0.012 -0.115 -0.348
H -3.249262 -3.003790 6.049660 0.092 -0.232 0.007 0.336
H -4.175993 -1.178586 4.968583 0.008 -0.085 0.154 0.490
H -2.326899 0.818567 2.519573 -0.083 0.254 0.070 0.187
H -3.877318 0.671528 3.418445 0.224 0.255 0.083 0.631
H -3.265117 1.384512 0.345016 -0.027 0.048 -0.129 0.454
H -4.438985 0.629577 -1.713683 0.069 0.090 0.055 0.388
H -5.757542 -1.472612 -1.703935 0.072 0.099 -0.120 0.418
H -5.862379 -2.815961 0.366444 -0.025 -0.002 -0.035 0.398
H -4.757005 -2.097137 2.372100 0.133 0.051 0.123 0.282
H -0.704384 0.844508 0.468783 -0.026 -0.171 0.080 0.302
H -0.078122 1.997268 1.641948 -0.037 -0.292 0.530 0.472
H 2.206173 0.871086 1.266153 0.104 -0.003 -0.098 0.320
H 1.506668 0.258678 -0.254968 0.127 -0.176 0.183 0.240
H 1.294126 3.225180 0.385970 0.094 -0.032 0.096 0.574
H 1.209640 2.402872 -1.164069 -0.106 0.161 0.062 0.228
H 3.798317 2.351259 0.415281 0.082 0.152 0.023 0.462
H 3.337887 3.706806 -0.666720 0.324 0.026 0.283 0.378
H 3.064944 0.980712 -1.824042 0.306 -0.235 -0.236 0.299
H 4.739803 1.602464 -1.588929 -0.063 -0.316 -0.108 0.446
H 3.919690 3.774999 -2.770719 0.053 -0.038 0.139 0.359
H 2.513066 2.837934 -3.242095 0.015 0.104 0.044 0.379
H 5.402411 2.396784 -4.046707 0.013 0.002 -0.183 0.387
H 4.188559 1.128188 -4.270187 -0.055 0.020 -0.038 0.409
H 5.807515 0.150214 -8.880458 0.061 -0.326 0.633 0.422
```
Positions in Å, forces in eV/Å.

Output
- HOMO level: -10.24 eV
- Total charge: +1



Record 3
Entry from the Open Molecules 2025 dataset: C21H24N6O4ReS as an isolated structure (ωB97M-V/def2-TZVPD).

```
57
Properties=species:S:1:pos:R:3:forces:R:3:mulliken_spin:R:1
Re 0.272567 -0.717052 1.435317 -2.301 -1.635 -0.651 3.325
N 0.776761 -3.112541 0.217647 -0.032 0.329 0.144 0.076
N 0.732535 -4.018788 1.275560 0.085 0.101 0.093 -0.001
C 0.285254 -3.595976 2.531416 -0.122 -0.491 -0.290 0.017
O 0.042463 -4.426462 3.379116 0.023 0.203 -0.026 0.003
O 0.193689 -2.302170 2.677561 0.137 0.666 0.076 0.000
H 0.070412 -3.292171 -0.481280 -0.187 -0.108 -0.148 -0.020
H 1.700132 -3.084673 -0.188788 0.005 0.012 -0.118 0.001
H 0.538959 -4.982841 1.063124 -0.030 -0.086 0.037 0.002
N 0.539186 6.693527 -1.948341 0.012 -0.066 -0.087 0.001
C 0.636103 5.707036 -0.997142 0.031 -0.102 0.099 0.002
C 1.824547 5.528230 -0.276979 -0.053 0.069 -0.073 -0.001
C 1.944108 4.498320 0.632986 0.025 -0.018 0.100 0.002
C 0.870644 3.646861 0.842857 0.068 -0.325 0.140 0.006
C -0.320270 3.812786 0.148336 -0.039 0.016 0.052 -0.002
C -0.440490 4.839606 -0.763602 0.027 0.041 -0.027 -0.003
S 1.035471 2.252252 1.899336 -0.279 0.146 -0.140 -0.030
O 2.143902 2.417363 2.789675 0.069 0.118 -0.117 0.008
O -0.256568 1.934405 2.461767 0.057 0.159 -0.163 0.027
N 1.298394 0.967540 0.856313 0.167 0.553 0.598 0.024
C 2.588720 0.640129 0.535302 0.761 -0.104 -0.372 -0.079
N 2.763208 -0.676570 0.295128 -0.207 0.284 0.378 0.026
C 4.003658 -1.087222 0.065441 0.069 -0.013 -0.088 0.003
C 5.081297 -0.220508 0.051913 -0.049 -0.065 -0.015 0.008
C 4.782076 1.118835 0.253194 -0.028 -0.010 -0.034 -0.003
N 3.554555 1.558963 0.479407 -0.220 0.094 -0.033 0.007
H 1.225623 7.424595 -1.957671 -0.019 0.056 0.023 0.000
H -0.368420 6.928300 -2.305339 -0.009 0.065 0.021 0.000
H 2.652695 6.204619 -0.451384 0.021 -0.021 0.026 0.000
H 2.855931 4.336941 1.192022 0.018 0.024 -0.057 0.000
H -1.142013 3.136887 0.350456 -0.021 0.041 -0.068 0.004
H -1.365460 4.983517 -1.309106 -0.009 -0.024 0.013 0.000
H 4.130813 -2.148928 -0.120104 0.043 -0.001 0.051 0.000
H 6.089786 -0.567534 -0.112230 -0.005 0.010 -0.025 0.001
H 5.556894 1.878007 0.226716 0.021 -0.033 -0.008 0.000
C -3.861403 -0.490319 -0.115080 -0.011 0.030 0.019 -0.023
C -2.394508 -0.874947 -0.362460 0.257 0.029 -0.231 0.007
C -1.875402 -0.062851 -1.567135 -0.105 -0.143 0.169 -0.059
C -1.548964 -0.445672 0.830165 1.269 0.121 0.574 -0.300
C -2.367861 -2.377777 -0.614738 0.094 0.009 0.020 -0.009
C -2.620196 -3.243109 0.451244 0.087 -0.020 -0.005 -0.012
C -2.662469 -4.614340 0.262883 0.040 -0.031 0.052 -0.002
C -2.450735 -5.153453 -1.000312 -0.004 -0.010 -0.046 -0.002
C -2.206220 -4.306063 -2.069734 -0.001 -0.016 0.034 0.001
C -2.169146 -2.927985 -1.878201 0.050 -0.015 0.005 -0.002
H -3.951027 0.584097 0.057264 -0.003 0.001 0.001 0.001
H -4.262569 -1.016073 0.751379 -0.010 0.021 0.020 0.007
H -4.465649 -0.757820 -0.983622 -0.030 0.010 0.001 -0.001
H -1.911145 0.999175 -1.322103 0.035 0.010 -0.019 0.013
H -2.492485 -0.228072 -2.453750 0.038 0.025 0.011 -0.006
H -0.838711 -0.326874 -1.779515 0.003 0.032 -0.102 0.002
H -2.084370 0.296418 1.435008 0.214 0.031 0.122 -0.023
H -2.767145 -2.835196 1.444638 0.018 0.009 0.013 0.002
H -2.850021 -5.266291 1.106685 0.005 0.015 0.011 0.000
H -2.486913 -6.225083 -1.149462 0.011 0.007 0.004 0.000
H -2.050450 -4.713768 -3.060873 0.008 0.007 0.005 0.000
H -1.979778 -2.289281 -2.730904 0.006 -0.006 0.030 0.001
```
Positions in Å, forces in eV/Å.

Output
- HOMO level (spin up / spin down): -8.03 / -8.16 eV
- Spin multiplicity: 4



Record 4
Entry from the Open Molecules 2025 dataset: C31H48GeIN4O2SeSi2V as an isolated structure (ωB97M-V/def2-TZVPD).

```
91
Properties=species:S:1:pos:R:3:forces:R:3:mulliken_spin:R:1
V -0.316000 0.502600 -0.081900 -0.623 1.452 6.842 1.974
C -0.940500 0.095200 -4.285300 0.006 0.057 0.093 0.008
C 0.505800 -0.026200 -3.926900 -0.474 0.071 -0.072 -0.008
N 1.396200 -0.108700 -4.886000 -0.260 0.009 0.159 0.012
C 2.691500 -0.158400 -4.555700 0.413 0.016 0.060 0.013
C 3.180100 -0.131100 -3.272600 -0.012 -0.137 0.412 0.005
C 4.672500 -0.167000 -3.041700 -0.038 0.248 -0.299 0.002
O 5.102500 -1.266800 -2.258800 0.030 -0.250 0.228 0.001
C 2.250100 -0.068100 -2.190000 -1.532 -0.063 -1.935 0.083
C 2.674600 -0.039400 -0.852100 -0.198 0.049 2.275 0.033
N 1.921400 -0.007200 0.248400 -0.079 0.375 -2.734 -0.068
C 2.538000 -0.093000 1.474800 0.990 -0.290 2.076 0.026
C 3.933700 -0.249500 1.685800 -0.533 0.125 -0.507 0.008
C 4.503700 -0.249300 2.936800 0.048 0.025 0.194 -0.002
C 3.723900 -0.127900 4.077400 -0.059 -0.057 -0.157 0.006
C 2.353300 -0.048500 3.931200 -0.049 0.035 0.024 -0.002
C 1.789600 -0.040900 2.667500 -0.716 0.024 -0.467 -0.026
I -0.346100 0.117600 2.570200 1.018 -0.235 0.572 -0.009
C 0.862100 0.002200 -2.556700 2.860 -0.063 -0.431 -0.027
O -0.008200 0.171400 -1.635900 0.500 -2.065 -7.099 0.031
H -1.050000 0.160800 -5.363700 0.024 -0.010 -0.013 -0.001
H -1.355300 0.989000 -3.813700 -0.118 -0.064 -0.016 -0.001
H -1.496000 -0.766700 -3.914300 -0.108 0.002 0.040 -0.002
H 3.366200 -0.196300 -5.400000 0.208 -0.046 0.002 0.001
H 4.996800 0.728700 -2.500500 0.003 -0.107 -0.086 0.000
H 5.185900 -0.177000 -4.013500 -0.125 0.140 0.144 0.000
H 4.849800 -2.076500 -2.715300 -0.013 0.000 0.014 0.000
H 3.751900 -0.082800 -0.743100 -0.031 -0.015 0.094 0.015
H 4.599300 -0.367600 0.844000 0.023 0.014 -0.054 0.001
H 5.576600 -0.340000 3.019600 0.077 -0.023 0.010 0.000
H 4.168300 -0.108500 5.057800 0.072 -0.017 0.147 0.000
H 1.714200 0.028400 4.797800 -0.030 -0.017 0.062 0.001
C -4.427400 -0.820200 -1.572100 0.441 0.070 0.703 0.000
Si -3.232700 -0.826800 -0.074300 -0.266 -0.437 -0.009 0.002
C -2.080200 -2.336500 -0.262700 -0.314 0.656 0.067 -0.003
C -4.191100 -1.077900 1.573900 0.293 0.190 -0.733 0.002
N -2.207100 0.581900 -0.032600 -0.762 -1.550 0.336 -0.089
C -2.714000 1.843600 0.059200 -0.527 1.552 -0.014 0.022
C -4.063100 2.179100 0.190100 0.359 -0.128 -0.057 -0.008
C -4.463600 3.501500 0.199300 -0.081 0.332 0.006 0.010
C -3.519300 4.510100 0.085000 -0.221 -0.031 0.059 -0.005
C -2.175300 4.202600 -0.006700 0.046 -0.265 -0.026 0.004
C -1.741100 2.877000 -0.000900 -1.132 0.234 0.035 -0.011
N -0.444600 2.446700 -0.054400 1.312 0.715 0.079 -0.066
Si 0.958200 3.491600 -0.154700 0.506 0.382 0.158 0.017
C 2.183700 3.016500 1.245800 -0.313 0.075 -0.626 0.011
C 1.756900 3.343300 -1.887200 -0.232 -0.161 0.717 0.005
C 0.847200 5.392000 0.107400 -0.285 -0.678 -0.164 0.000
H -5.066700 -1.696800 -1.541600 -0.123 -0.235 0.021 0.000
H -3.880700 -0.837100 -2.510700 0.188 -0.014 -0.110 -0.001
H -5.068900 0.054500 -1.587900 -0.079 0.166 0.038 0.000
H -2.662000 -3.245500 -0.381600 -0.187 -0.168 -0.039 0.002
H -1.453100 -2.462400 0.617600 0.067 -0.010 0.165 0.016
H -1.426300 -2.240000 -1.129800 0.016 0.014 -0.141 -0.001
H -4.672900 -2.050400 1.596800 -0.056 -0.260 -0.036 0.000
H -4.967100 -0.334100 1.723700 -0.105 0.166 -0.011 0.000
H -3.522200 -1.018700 2.430300 0.175 -0.016 0.081 -0.001
H -4.801200 1.398100 0.275700 -0.146 -0.108 -0.006 0.003
H -5.510300 3.748100 0.290900 -0.126 0.012 0.010 0.000
H -3.822500 5.545100 0.079100 -0.092 0.140 0.001 -0.001
H -1.454600 4.992900 -0.086800 0.058 0.186 -0.011 0.004
H 2.959700 2.347800 0.892000 0.203 -0.133 0.003 0.002
H 1.686500 2.546400 2.090600 -0.110 -0.042 0.025 -0.008
H 2.678200 3.905900 1.622600 0.065 0.244 -0.003 0.001
H 1.786600 2.322300 -2.250100 0.002 -0.079 -0.044 -0.002
H 2.778200 3.708600 -1.859600 0.281 0.158 0.008 0.001
H 1.212700 3.931500 -2.620700 -0.172 0.143 -0.044 0.000
H 0.345100 5.677000 1.026800 -0.115 0.002 0.165 0.000
H 0.371400 5.904200 -0.722200 -0.158 0.108 -0.144 0.000
H 1.864400 5.767100 0.169000 0.292 -0.050 -0.016 0.000
C 1.484200 -6.575100 2.454400 -0.423 0.354 -0.238 0.000
Ge 0.011900 -5.437900 1.738000 -0.002 -0.003 -0.083 0.000
C -0.307200 -3.926300 2.981000 0.126 -0.378 -0.290 0.001
C -1.614400 -6.568600 1.551800 0.487 0.320 0.070 0.000
C 0.467600 -4.713500 -0.087500 -0.021 -0.007 0.468 0.001
Se 1.224200 -2.902400 -0.111900 -0.096 -0.559 0.020 0.017
C 3.024600 -3.413600 0.442000 -0.022 0.183 -0.125 0.003
H 1.103600 -7.160300 3.287400 -0.065 -0.054 0.106 0.000
H 2.311500 -5.973100 2.819100 0.099 0.117 0.016 0.000
H 1.860600 -7.264800 1.703800 0.013 -0.051 -0.123 0.000
H -0.215600 -4.246600 4.014200 -0.012 -0.150 0.145 0.000
H -1.296600 -3.500300 2.843600 -0.148 0.042 -0.070 -0.001
H 0.425800 -3.142500 2.805100 0.088 0.055 -0.066 -0.001
H -1.863500 -7.020500 2.506900 -0.023 -0.051 0.167 0.000
H -1.455800 -7.367900 0.833800 0.082 -0.084 -0.111 0.000
H -2.465000 -5.980200 1.223000 -0.097 0.149 -0.056 0.000
H -0.443000 -4.652100 -0.681200 -0.047 -0.017 0.006 0.000
H 1.163900 -5.359200 -0.622500 -0.042 -0.057 0.021 0.000
H 2.980900 -4.428300 0.825600 0.052 -0.040 0.033 0.000
H 3.373400 -2.738400 1.218400 -0.003 -0.040 0.054 -0.001
H 3.693400 -3.357600 -0.412700 0.074 -0.089 0.028 -0.001
```
Positions in Å, forces in eV/Å.

Output
- HOMO level (spin up / spin down): -6.33 / -6.34 eV
- Spin multiplicity: 3
- Energy relative to the best compared isomer or geometry (same formula, charge and spin): 3.18 kcal per mole